Formula: C59H61N5O6STi
Source: the OMol25 dataset
Level of theory: ωB97M-V/def2-TZVPD

Each line ends with the Löwdin charge.
Geometry (Å):
Ti1 0.67889 -0.58108 0.32016  1.11
N1 0.69220 3.43906 6.49431  0.11
C1 1.00675 2.37885 5.67018  -0.32
C2 1.06615 1.07713 6.17646  -0.03
C3 1.31709 0.00759 5.33803  -0.05
C4 1.50734 0.22204 3.98125  -0.31
C5 1.46546 1.51034 3.46594  -0.07
C6 1.22414 2.58119 4.30265  -0.02
S1 1.71036 -1.17160 2.93018  0.65
O1 0.39120 -1.45123 2.31685  -0.37
O2 2.28874 -2.24241 3.67681  -0.25
N2 2.45280 -0.70471 1.58545  -0.17
C7 3.76340 -0.26338 1.68489  -0.44
N3 4.28651 -0.12895 2.90892  0.14
C8 5.53770 0.30615 2.97809  -0.11
C9 6.28013 0.62157 1.85354  -0.05
C10 5.63367 0.46519 0.63833  -0.12
N4 4.38607 0.02758 0.53965  0.12
H1 0.84349 3.30931 7.47985  0.09
H2 0.92773 4.35903 6.16327  0.09
H3 0.91108 0.90581 7.23465  0.11
H4 1.37839 -0.99564 5.73655  0.12
H5 1.61688 1.68460 2.40791  0.10
H6 1.18314 3.58455 3.89568  0.11
H7 5.95562 0.40546 3.97420  0.11
H8 7.29932 0.97102 1.91979  0.10
H9 6.13325 0.69677 -0.29763  0.11
C11 -5.44442 -0.61392 -1.07483  0.03
C12 -4.76981 -0.19090 0.22004  -0.55
C13 -5.74800 0.30399 1.26848  0.03
O3 -3.83388 0.84087 -0.04234  -0.01
C14 -2.51103 0.34097 -0.00790  -0.14
C15 -2.63492 -1.01969 0.70822  -0.14
O4 -4.02747 -1.27752 0.75480  0.00
C16 -1.88480 -2.20506 0.04042  -0.34
O5 -0.56105 -1.76486 -0.16922  -0.23
C17 -1.82872 -3.42054 0.96092  -0.15
C18 -2.68561 -3.59264 2.03929  -0.02
C19 -2.58008 -4.71993 2.84514  -0.07
C20 -1.62403 -5.68447 2.57983  -0.09
C21 -0.76883 -5.51932 1.49894  -0.07
C22 -0.87449 -4.39852 0.69547  -0.01
C23 -2.50539 -2.55059 -1.30786  -0.12
C24 -3.53817 -3.47675 -1.41571  -0.02
C25 -4.12484 -3.73157 -2.64521  -0.08
C26 -3.69221 -3.06156 -3.78199  -0.09
C27 -2.66233 -2.14075 -3.68173  -0.07
C28 -2.07272 -1.88970 -2.45045  -0.04
C29 -1.61871 1.38496 0.71552  -0.32
O6 -0.30224 0.84404 0.76338  -0.19
C30 -1.51533 2.71141 -0.03376  -0.14
C31 -2.31898 3.06546 -1.10776  -0.02
C32 -2.23794 4.34202 -1.65326  -0.08
C33 -1.34998 5.26976 -1.14114  -0.09
C34 -0.52252 4.91281 -0.08412  -0.07
C35 -0.60734 3.64618 0.46160  -0.02
C36 -2.15765 1.65110 2.12172  -0.12
C37 -1.76269 0.89239 3.21555  -0.02
C38 -2.30858 1.12174 4.47182  -0.06
C39 -3.25654 2.11515 4.65239  -0.09
C40 -3.65859 2.87773 3.56528  -0.08
C41 -3.11590 2.64610 2.31172  -0.02
H10 -6.04063 0.21059 -1.46613  0.09
H11 -6.09777 -1.46789 -0.89981  0.10
H12 -4.69486 -0.89445 -1.81366  0.08
H13 -6.28165 1.18052 0.90220  0.09
H14 -5.20466 0.56931 2.17422  0.08
H15 -6.47303 -0.47651 1.49685  0.09
H16 -2.12101 0.21893 -1.02509  0.15
H17 -2.25224 -0.94965 1.72795  0.14
H18 -3.44159 -2.85175 2.25931  0.11
H19 -3.25131 -4.83667 3.68613  0.10
H20 -1.54141 -6.55922 3.21143  0.10
H21 -0.01292 -6.26382 1.28522  0.10
H22 -0.19822 -4.26924 -0.13996  0.11
H23 -3.88173 -4.00188 -0.53373  0.12
H24 -4.92588 -4.45591 -2.71488  0.10
H25 -4.15343 -3.26222 -4.74008  0.10
H26 -2.30930 -1.61863 -4.56295  0.11
H27 -1.26346 -1.17861 -2.36771  0.09
H28 -3.03910 2.36599 -1.50651  0.12
H29 -2.88372 4.60826 -2.48044  0.11
H30 -1.29857 6.26621 -1.56144  0.10
H31 0.18809 5.62559 0.31537  0.11
H32 0.02411 3.37125 1.29779  0.12
H33 -1.01972 0.11828 3.09704  0.08
H34 -1.98149 0.51768 5.30815  0.10
H35 -3.67819 2.29743 5.63248  0.10
H36 -4.40144 3.65537 3.69035  0.10
H37 -3.44243 3.24388 1.47202  0.12
C42 3.24154 4.38634 -0.80759  -0.05
C43 2.31721 3.42921 -1.50710  -0.27
C44 1.47739 3.86216 -2.52445  -0.02
C45 0.60147 2.98950 -3.16182  -0.26
C46 -0.30241 3.46972 -4.26041  -0.05
C47 0.57664 1.65836 -2.76874  0.01
C48 1.44136 1.19186 -1.78077  -0.29
C49 2.29878 2.08675 -1.14760  0.00
N5 1.43635 -0.17716 -1.39247  -0.06
C50 2.14967 -1.10971 -2.30077  -0.42
C51 1.39101 -1.38609 -3.60821  -0.07
C52 2.15357 -2.40656 -4.46511  -0.28
C53 2.32636 -3.71541 -3.69158  -0.11
C54 3.11271 -3.44256 -2.40681  -0.28
C55 4.48526 -2.86576 -2.75371  -0.12
C56 4.30628 -1.56390 -3.53984  -0.28
C57 3.52963 -1.84510 -4.82513  -0.12
C58 3.53415 -0.55668 -2.68268  -0.08
C59 2.32967 -2.43877 -1.55783  -0.09
H38 2.90862 5.41764 -0.92800  0.07
H39 4.25689 4.31922 -1.20424  0.08
H40 3.29320 4.16808 0.26025  0.08
H41 1.48089 4.90823 -2.81007  0.12
H42 -0.41869 4.55287 -4.22946  0.07
H43 -1.29290 3.02081 -4.17737  0.07
H44 0.09939 3.20353 -5.24065  0.08
H45 -0.13468 0.97582 -3.21970  0.12
H46 2.97133 1.71132 -0.38618  0.10
H47 1.27924 -0.45810 -4.17589  0.12
H48 0.39476 -1.76896 -3.38869  0.10
H49 1.58028 -2.59289 -5.37875  0.14
H50 2.85455 -4.44778 -4.30905  0.12
H51 1.34757 -4.14005 -3.44712  0.12
H52 3.23270 -4.37066 -1.83949  0.14
H53 5.05343 -3.59052 -3.34495  0.12
H54 5.05323 -2.67423 -1.83823  0.12
H55 5.28740 -1.14496 -3.78542  0.14
H56 4.07511 -2.55940 -5.44950  0.12
H57 3.41825 -0.92351 -5.40476  0.12
H58 3.40772 0.38111 -3.23146  0.13
H59 4.07966 -0.32908 -1.76997  0.09
H60 2.86318 -2.25714 -0.61290  0.12
H61 1.34813 -2.85296 -1.31921  0.10

Cartesian forces (eV/Å) of the 3 atoms listed first:
0.0104 0.2271 -0.2309
-0.0068 0.0832 0.0676
0.0166 -0.0784 -0.1001

Properties
E_tot   -4257.99241 hartree
Energy above the lowest of the compared OMol25 structures with the same formula, charge and spin   0.0 kJ/mol
Multiplicity   1